66
Properties=species:S:1:pos:R:3:nbo_charge:R:1 method="wB97M-V/def2-TZVPD" lumo_ev=0.5878 smiles="COc1ccc(N(C(=O)CNC(=O)c2ccco2)[C@H](C(=O)NC2CCCCC2)c2cccnc2)cc1" multiplicity=1
H 2.53738 -1.63442 2.48808 0.2058
H 4.83311 -0.97674 2.95965 0.2223
C -3.76273 4.38065 1.31756 -0.3194
H 1.89950 -2.06157 -1.34109 0.2532
H 2.70915 0.34738 -1.29541 0.2523
N -0.81192 1.08362 2.33621 -0.5997
H -4.35389 5.23414 1.05688 0.2345
H -3.62076 -0.44099 -2.21632 0.1931
H -5.20971 2.78576 1.88267 0.2077
C 4.47680 0.43216 -0.10565 -0.2375
N 1.12855 -1.07783 0.30434 -0.4396
C -1.99727 1.67392 -1.50519 -0.4111
H -3.22323 1.45044 -4.58050 0.1964
C -2.77929 2.77833 -2.20758 -0.3998
H -4.74343 0.67837 -4.12239 0.2087
O -3.20037 2.32758 1.96908 -0.3996
N -1.42879 -4.67849 -1.61075 -0.4105
C 5.09735 0.07388 1.09437 0.3176
H 1.20949 0.83121 2.07144 0.2621
H 8.04732 0.61829 2.33925 0.2038
H -4.71219 1.87115 -1.95062 0.1913
H 7.15845 -0.90656 2.57101 0.1761
O 6.37935 0.48992 1.24619 -0.4870
C -0.74563 -3.55642 -1.73381 0.0406
O 0.29475 2.90152 1.54867 -0.6132
H 0.44363 -0.34241 3.18773 0.2194
C 3.07823 -1.04489 1.76252 -0.1487
H -1.05571 2.06789 -1.11592 0.2210
H -2.57904 1.29136 -0.66193 0.1932
H 6.55594 0.60523 3.31148 0.1776
C -2.35508 4.28242 1.30374 -0.2404
C 0.12132 -3.06981 -0.75855 -0.0602
H -2.17514 3.18563 -3.02067 0.1970
C -3.02416 -0.03014 -3.03463 -0.3921
C 0.90592 -1.79789 -0.95731 -0.1441
C -4.21795 3.16369 1.72846 0.1125
H -1.44923 -0.93444 -0.95540 0.4357
O 0.97259 -0.33527 -2.86840 -0.6373
C -4.08565 2.22860 -2.77133 -0.3959
O -1.05265 -1.17171 0.88895 -0.6624
H -4.63074 3.02114 -3.28754 0.2069
C 0.08425 -0.76486 1.09385 0.7003
H 0.97159 -3.52443 1.16214 0.2097
H -0.89329 -3.02079 -2.66216 0.1984
H -0.32524 -5.63044 1.40294 0.2182
C -1.28418 -5.38648 -0.50498 0.0308
C -3.80487 1.07872 -3.73432 -0.3994
H -1.64532 5.03601 1.03322 0.2469
C 0.33131 0.20807 2.24836 -0.3279
N -0.99756 -0.53236 -1.77028 -0.6303
C 0.29185 -0.81303 -1.98290 0.6830
C 3.17580 0.06523 -0.36447 -0.1956
H -2.81027 -0.83980 -3.73459 0.2135
H -1.71216 0.62492 2.36978 0.4188
C 2.46177 -0.67154 0.57755 0.0848
H -1.87447 -6.29127 -0.44735 0.1920
C -0.42929 -5.01624 0.52183 -0.2503
H -1.06429 0.85631 -3.27862 0.2250
C 4.38464 -0.67271 2.02751 -0.3241
C -2.05638 3.00783 1.71202 0.1518
C 0.28906 -3.84172 0.38609 -0.1534
C -1.71466 0.51608 -2.46627 -0.0495
H -2.98346 3.58729 -1.50314 0.2132
C 7.05776 0.17554 2.43879 -0.2532
C -0.74905 2.34688 1.83729 0.6355
H 5.04120 1.00718 -0.82146 0.2313

***

47
Properties=species:S:1:pos:R:3:nbo_charge:R:1 method="wB97M-V/def2-TZVPD" charge=+1 lumo_ev=-5.7757 multiplicity=1
C -0.81592 1.37014 -0.17436 -0.1190
N -3.01789 0.87739 -1.18872 -0.6474
Ag -1.89907 1.73458 4.34293 0.9571
H -3.23184 1.84931 -1.40579 0.3925
H 4.14993 -0.36894 2.62086 0.3456
F 0.41813 -4.41697 -2.03479 -0.3248
S -1.73856 2.27322 1.05307 0.2656
F -0.76298 -2.99422 -3.11648 -0.3317
H 0.59338 2.44574 1.65983 0.2283
H -3.05044 1.28654 3.34340 0.0056
H -1.53354 -0.49312 -2.87798 0.2447
C 2.15308 1.09807 1.94297 0.0961
C -1.57854 0.75394 -1.16295 0.1172
H -5.91482 -1.38767 1.57112 0.2463
C -4.56904 -0.08515 2.62572 -0.1937
C -4.63350 -0.36631 0.21549 -0.1629
H 1.98040 -0.55807 -3.55020 0.2509
C 1.19048 0.50137 -1.10864 -0.0881
N 4.54260 0.40512 2.10375 -0.8298
C 3.61752 1.54597 2.06883 -0.2435
H -4.95173 -0.37690 3.58808 0.2360
C 0.47376 -3.48251 -2.99009 0.9528
C 1.07284 -0.99981 -3.17360 -0.4577
S 2.96570 0.33550 -1.11176 -0.0123
C 0.57173 1.26381 -0.10986 -0.0594
C 0.44294 -0.14185 -2.10540 -0.0117
H 1.88986 2.76602 0.56429 0.2407
C -3.53680 0.81531 2.46823 -0.1667
C 1.30794 1.96360 1.00569 -0.4569
F 0.79352 -4.07725 -4.11817 -0.2992
H 5.41459 0.68361 2.52932 0.3695
I -5.43136 -1.25841 -1.48793 0.2477
H 3.70207 2.17290 2.95619 0.1815
H 0.35387 -1.11642 -3.97449 0.2353
H 2.13255 0.05448 1.63746 0.1758
O 1.50517 1.20604 3.22412 -0.7558
H 3.24139 1.16777 -2.12722 0.1470
H 3.33324 -2.77750 -2.27202 0.4872
C -5.11996 -0.66810 1.48814 -0.2214
C -3.06829 1.13318 1.21870 -0.2301
H 1.97839 0.63419 3.83274 0.4730
H 3.90478 2.17104 1.22955 0.2004
C -3.58384 0.54561 0.07351 0.1859
C 1.45629 -2.39055 -2.60288 0.0259
H 1.44554 -2.32906 -1.51809 0.1899
O 2.74677 -2.76070 -3.02894 -0.6932
C -0.94037 -0.00493 -2.12365 -0.1935

***

7
Properties=species:S:1:pos:R:3:nbo_charge:R:1 method="wB97M-V/def2-TZVPD" lumo_ev="-1.2679 / -1.8195" multiplicity=1
C -0.16984 -0.25408 -0.03983 -0.0480
H -1.47843 -0.61917 1.73326 0.2475
C -1.09139 -0.15042 0.87248 -0.4928
O 2.72364 -0.31812 -0.05717 -0.4519
S -2.34697 0.48714 -0.24426 0.1788
H 3.03646 0.17659 -0.82613 0.4103
S -0.67347 0.67806 -1.43835 0.1561

***

Let's list relative energy (zero: lowest compared OMol25 entry of this formula, charge and spin) in order: 52.8; 0.0; 135.3 kcal per mole.
Let's list DFT total energy in order: -1642.1410; -2497.0379; -948.7895 Ha.